[1]
Density functional theory data (the ωB97M-V functional and the def2-TZVPD basis) for a molecular structure, C54H69CaN2O8P2SSi in a non-equilibrium geometry.

Atoms and positions in Å:
Ca  -0.51540  -0.41122  -0.51969
O  1.06825  -0.25863  -2.10723
P  2.18467  0.76586  -2.08197
C  1.72880  2.18300  -1.02660
P  0.06802  2.86320  -1.37400
O  -0.95424  1.74990  -1.43312
C  -0.24773  4.08162  -0.09205
C  -0.52197  5.42069  -0.38095
C  -0.77795  6.31302  0.65120
C  -0.76192  5.87703  1.96983
C  -0.50789  4.54319  2.26274
C  -0.25370  3.64251  1.23951
C  0.15952  3.76850  -2.91729
C  -0.89175  3.61222  -3.81742
C  -0.92102  4.35638  -4.98975
C  0.09989  5.25693  -5.26021
C  1.15211  5.41591  -4.36352
C  1.18167  4.67599  -3.19219
C  3.75638  0.16468  -1.46220
C  3.95082  0.03761  -0.08187
C  5.14154  -0.47888  0.40297
C  6.13990  -0.87403  -0.48005
C  5.94718  -0.76073  -1.85115
C  4.75901  -0.24122  -2.34445
C  2.50890  1.41412  -3.71673
C  3.51845  2.35210  -3.94005
C  3.73733  2.83828  -5.21835
C  2.94680  2.39244  -6.27382
C  1.94467  1.45802  -6.05475
C  1.72509  0.96469  -4.77446
H  2.49456  2.96104  -1.06809
H  1.66485  1.81255  0.00269
H  -0.55323  5.76891  -1.40375
H  -0.99268  7.34946  0.42368
H  -0.95611  6.57898  2.77262
H  -0.51519  4.19287  3.28972
H  -0.07533  2.59915  1.48442
H  -1.68622  2.91169  -3.58250
H  -1.74170  4.23926  -5.68845
H  0.07950  5.83797  -6.17395
H  1.94611  6.12193  -4.57663
H  1.99776  4.81635  -2.48919
H  3.17103  0.31411  0.62026
H  5.28656  -0.57559  1.47234
H  7.07285  -1.27012  -0.09756
H  6.72356  -1.07510  -2.53776
H  4.61092  -0.16558  -3.41467
H  4.14220  2.69130  -3.11776
H  4.52408  3.56255  -5.39598
H  3.11802  2.77645  -7.27269
H  1.33686  1.11177  -6.88258
H  0.95438  0.22778  -4.58228
C  -4.56432  0.87362  -3.65875
N  -3.44737  0.24281  -2.95122
C  -2.28649  -0.15796  -3.73622
C  -3.54352  0.03242  -1.64002
O  -2.68297  -0.47722  -0.91787
H  -4.19261  1.28675  -4.59300
H  -4.97910  1.68769  -3.06982
H  -5.35588  0.16140  -3.89067
H  -2.59051  -0.86030  -4.51490
H  -1.54142  -0.63626  -3.11294
H  -1.83558  0.71489  -4.20736
H  -4.48729  0.38311  -1.21540
C  0.10354  -3.21003  3.22686
C  -1.23884  -2.71644  3.75785
C  -1.32864  -2.89898  5.26709
C  -2.36894  -3.44687  3.05879
O  -1.44472  -1.32309  3.44238
Si  -0.43297  -0.03317  3.43262
S  0.74485  0.13909  1.71345
O  0.45156  -0.16359  4.80486
C  1.59933  0.52898  5.32013
C  2.86467  -0.12333  4.77543
C  1.53073  0.36432  6.82913
C  1.54186  2.00558  4.94344
O  -1.39833  1.29851  3.42714
C  -2.58266  1.59179  4.20289
C  -2.66700  3.10559  4.26691
C  -2.49467  1.01392  5.61362
C  -3.78219  1.01993  3.45469
H  0.22203  -4.27324  3.45536
H  0.93475  -2.66200  3.68201
H  0.14959  -3.07447  2.14459
H  -1.20511  -3.95322  5.53062
H  -2.30486  -2.56376  5.62915
H  -0.55307  -2.31431  5.76619
H  -2.33278  -4.51786  3.28202
H  -2.28547  -3.30730  1.97978
H  -3.33379  -3.05049  3.38908
H  2.94646  -1.15211  5.14061
H  3.74510  0.43444  5.10856
H  2.84481  -0.13726  3.68271
H  1.50105  -0.69688  7.08545
H  0.63006  0.84095  7.22472
H  2.40502  0.81564  7.30524
H  1.52801  2.12335  3.85508
H  2.41431  2.53024  5.33874
H  0.63961  2.46889  5.35459
H  -1.79653  3.50976  4.79425
H  -3.56934  3.41643  4.80033
H  -2.69058  3.52473  3.25746
H  -1.59054  1.36668  6.11717
H  -2.46923  -0.07797  5.58952
H  -3.36260  1.32718  6.19861
H  -3.84406  1.46495  2.45734
H  -4.70903  1.23402  3.99363
H  -3.67394  -0.06161  3.34746
C  -0.32810  -6.62184  -0.48899
O  -0.71560  -5.58227  -1.38463
C  -1.93068  -5.02365  -1.20665
C  -2.75844  -5.29067  -0.12270
C  -4.00358  -4.68406  -0.02277
C  -4.43082  -3.79215  -0.99184
C  -3.59603  -3.51307  -2.06053
C  -2.35844  -4.11528  -2.17404
N  -1.61485  -3.89124  -3.37502
C  -0.30887  -3.82019  -3.60243
C  0.77222  -3.59413  -2.76332
C  2.05405  -3.91298  -3.32529
C  3.19279  -3.81602  -2.60052
C  3.10409  -3.36756  -1.25090
C  1.92178  -2.99832  -0.69172
C  0.69748  -3.03694  -1.43271
O  -0.37552  -2.54560  -0.95143
H  0.59568  -7.02934  -0.88222
H  -1.08424  -7.40563  -0.44625
H  -0.15100  -6.22631  0.51228
H  -2.43317  -5.97181  0.64969
H  -4.63545  -4.90502  0.82968
H  -5.39673  -3.31028  -0.91257
H  -3.90275  -2.81004  -2.82849
H  -2.17173  -4.00342  -4.20547
H  -0.06683  -4.00337  -4.64666
H  2.08838  -4.27297  -4.35043
H  4.15230  -4.07887  -3.02756
H  4.01337  -3.29096  -0.66280
H  1.87213  -2.61480  0.32257

As for the spin multiplicity: 1. Its charge is +1.

[2]
Density functional theory data (the ωB97M-V functional and the def2-TZVPD basis) for 13 unconnected molecules or ions with the total composition C54H72B7F28N10O2 in a non-equilibrium geometry.

Atoms and positions in Å:
C  -1.44056  6.34570  -1.24191
C  -0.38747  6.77505  -0.23148
O  -0.57169  7.34322  0.87034
N  1.06785  6.71731  -0.61600
H  1.64861  6.27917  0.08460
H  1.23775  6.14380  -1.42983
C  1.63418  8.10965  -0.86986
H  -1.97385  7.14040  -1.76359
H  -2.14198  5.58922  -0.88998
H  -0.96823  5.88064  -2.10720
H  2.61251  7.91572  -1.30960
H  1.69979  8.72805  0.02534
H  1.02904  8.67720  -1.57682
C  2.31612  -0.25646  1.05820
C  2.36875  0.05790  -0.44363
O  2.15960  1.20512  -0.94642
N  2.65911  -1.08012  -1.39708
H  3.34036  -0.57107  -1.94194
H  3.16099  -1.84837  -0.97517
C  1.36107  -1.44511  -2.14775
H  2.01544  -1.29999  1.15168
H  1.59474  0.29974  1.65683
H  3.35546  -0.26008  1.38663
H  1.72711  -2.15235  -2.89202
H  1.01493  -0.56880  -2.69579
H  0.52868  -1.73015  -1.50435
C  -10.27118  7.18850  -2.05173
N  -9.34973  6.31958  -2.77056
C  -8.51572  5.39359  -2.11157
C  -7.62726  4.57464  -2.70219
C  -7.49566  4.64823  -4.07059
C  -8.34523  5.53533  -4.77142
C  -9.29512  6.40374  -4.11477
C  -6.58042  3.76314  -4.79574
C  -5.58591  4.31542  -5.66029
C  -4.67404  3.49057  -6.26308
N  -4.61323  2.13395  -5.96636
C  -5.61679  1.65698  -5.19976
C  -6.62207  2.38774  -4.60873
C  -3.59412  1.28073  -6.49625
H  -9.68929  8.11017  -2.05751
H  -10.59750  6.78659  -1.09252
H  -11.12401  7.38157  -2.70249
H  -8.48651  5.36141  -1.03245
H  -6.92943  4.01171  -2.10008
H  -8.25723  5.55016  -5.84773
H  -9.95261  7.07306  -4.64965
H  -5.56661  5.36044  -5.93224
H  -3.92641  3.87753  -6.93962
H  -5.65503  0.58677  -5.05977
H  -7.33103  1.90392  -3.95322
H  -4.07787  0.90821  -7.39920
H  -3.37407  0.50232  -5.76565
H  -2.75740  1.91643  -6.78587
C  10.54327  -5.66693  -0.45016
N  9.66998  -6.10592  -1.63354
C  8.36781  -5.64405  -1.65576
C  7.54982  -5.96268  -2.76042
C  7.96880  -6.80013  -3.75741
C  9.25548  -7.27567  -3.68875
C  10.12590  -6.89234  -2.66013
C  7.15283  -7.14705  -4.96092
C  6.21221  -6.20111  -5.43294
C  5.53511  -6.49274  -6.56750
N  5.76112  -7.66156  -7.24387
C  6.55873  -8.67631  -6.71927
C  7.19154  -8.43574  -5.55109
C  4.81983  -8.07849  -8.28244
H  10.64866  -4.59122  -0.59100
H  11.41040  -6.32359  -0.37937
H  9.90408  -5.82233  0.41897
H  7.99035  -5.11356  -0.79408
H  6.56721  -5.51469  -2.77401
H  9.70908  -7.84190  -4.48878
H  11.15268  -7.21387  -2.56664
H  6.08798  -5.27098  -4.89831
H  4.80286  -5.82572  -6.99796
H  6.68305  -9.59882  -7.26692
H  7.89542  -9.16642  -5.18086
H  3.84227  -8.31022  -7.85963
H  5.21553  -8.99715  -8.71557
H  4.74463  -7.32643  -9.06783
C  1.75177  9.28981  11.04010
N  1.21627  8.35193  10.06039
C  0.06124  7.68326  10.32710
C  -0.38694  6.74902  9.38980
C  0.25232  6.58946  8.17065
C  1.42735  7.26803  7.95007
C  1.94316  8.16004  8.92960
C  -0.36038  5.73676  7.10020
C  -0.22681  4.39878  6.95158
C  -0.87671  3.61825  6.02859
N  -1.75173  4.16935  5.21930
C  -1.96935  5.50355  5.22210
C  -1.29567  6.28251  6.18380
C  -2.40458  3.16802  4.25936
H  2.74497  9.69838  10.85374
H  1.81333  8.70688  11.95906
H  0.95716  10.02607  11.16110
H  -0.45430  7.93114  11.24317
H  -1.17671  6.06282  9.65773
H  1.94396  7.29429  7.00201
H  2.86994  8.70429  8.82351
H  0.63136  3.99850  7.47093
H  -0.63748  2.56584  5.98851
H  -2.65753  5.93488  4.51023
H  -1.55777  7.32764  6.25716
H  -3.40405  3.17999  4.69414
H  -1.99721  2.15701  4.25422
H  -2.61299  3.56546  3.26603
C  -5.67940  -4.33803  8.10056
N  -5.27019  -4.38781  6.73660
C  -4.17125  -3.88497  6.24941
C  -3.94909  -3.96043  4.82983
C  -4.81395  -4.63500  4.01592
C  -5.88355  -5.22300  4.59643
C  -6.07650  -5.16261  5.94989
C  -4.56065  -4.82189  2.55951
C  -3.26011  -4.84828  2.04155
C  -3.04132  -4.91545  0.68154
N  -4.08327  -5.22694  -0.16351
C  -5.39436  -5.18966  0.33328
C  -5.62540  -4.92953  1.65693
C  -3.77732  -5.23884  -1.62486
H  -6.57667  -3.73400  8.23535
H  -4.85764  -3.82318  8.59829
H  -5.94694  -5.32531  8.47714
H  -3.43646  -3.44016  6.90411
H  -3.05902  -3.43800  4.51166
H  -6.52594  -5.90228  4.05573
H  -6.79994  -5.71186  6.53416
H  -2.35048  -4.82034  2.62309
H  -2.03077  -4.96174  0.30334
H  -6.02900  -5.36194  -0.52343
H  -6.59525  -4.88955  2.13042
H  -4.62884  -5.63847  -2.17559
H  -2.92148  -5.88259  -1.82788
H  -3.61528  -4.21960  -1.97557
B  -3.02970  0.37958  -1.35107
F  -3.04192  -0.47854  -2.40032
F  -1.77173  0.87347  -1.28237
F  -3.80858  1.49349  -1.55519
F  -3.35152  -0.28019  -0.22200
B  8.37064  -1.76792  3.36029
F  9.31426  -1.59609  2.42700
F  7.95855  -3.07208  3.26858
F  8.80672  -1.64574  4.67270
F  7.26833  -0.96542  3.05437
B  1.31499  -1.98525  6.31466
F  0.27528  -1.45453  6.99818
F  1.74701  -3.03766  7.10255
F  0.72959  -2.64642  5.23643
F  2.29572  -1.06880  6.01043
B  2.07144  5.30546  -4.85756
F  0.81007  4.71961  -4.81949
F  2.74124  4.93870  -6.01109
F  1.95810  6.70031  -4.92030
F  2.99004  4.96498  -3.86918
B  2.92610  -5.70381  0.01764
F  2.53064  -5.76719  -1.30270
F  1.80459  -5.51167  0.71487
F  3.56049  -6.87756  0.42459
F  3.83131  -4.62594  0.12100
B  -0.14807  -5.12854  -7.30716
F  0.63720  -5.40746  -6.21234
F  0.27643  -4.05387  -8.04619
F  0.04657  -6.17784  -8.23852
F  -1.51901  -4.92862  -6.99316
B  6.18093  -0.39850  -4.00295
F  7.26829  -0.26919  -4.85386
F  5.02398  -0.49726  -4.69713
F  6.33527  -1.45014  -3.13409
F  6.21083  0.74983  -3.28151

As for the spin multiplicity: 1. Its charge is +3.

Number 1: energy -132215.7275 eV. Number 2: energy -156988.9016 eV.